This record from the OMol25 dataset describes a 5-piece molecular cluster, C44H68O2P overall at a distorted geometry. The level of theory is wB97M-V/def2-TZVPD.

Computed properties:
Lowest unoccupied orbital energy ... 2.323 eV
HOMO level ... -4.1163 eV
Net charge ... -1
Orbital gap ... 6.44 eV

The geometry in XYZ format:
```
115
Properties=species:S:1:pos:R:3:lowdin_charge:R:1
C 7.79 5.27 3.93 -0.15
C 7.52 3.99 2.90 -0.26
C 8.14 4.26 1.41 -0.24
C 8.46 2.88 0.55 -0.22
C 7.07 2.06 0.11 -0.19
C 6.90 0.86 1.21 -0.23
C 7.40 -0.62 0.71 -0.21
C 8.48 -1.35 1.69 -0.22
C 7.82 -2.25 2.91 -0.23
C 7.06 -1.37 4.07 -0.21
C 5.76 -2.27 4.57 -0.24
C 4.45 -2.09 3.54 -0.20
C 3.58 -0.82 4.20 -0.24
C 2.68 -0.01 3.09 -0.21
C 1.29 -0.88 2.84 -0.20
C 0.87 -0.74 1.26 -0.22
C -0.75 -0.79 1.02 -0.26
C -1.30 0.74 0.79 -0.31
P -2.38 1.36 2.28 0.43
O -1.19 2.54 2.87 -0.39
C -2.09 3.64 3.24 -0.30
C -3.31 3.69 2.10 -0.28
O -3.13 2.53 1.18 -0.41
H 6.86 5.42 4.63 0.07
H 7.92 6.23 3.26 0.07
H 8.78 5.06 4.52 0.07
H 8.06 3.02 3.34 0.10
H 6.36 3.81 2.85 0.11
H 9.15 4.88 1.48 0.11
H 7.34 4.86 0.76 0.12
H 9.13 2.21 1.26 0.10
H 9.11 3.17 -0.38 0.10
H 6.16 2.82 0.21 0.11
H 7.11 1.67 -1.00 0.11
H 5.74 0.74 1.49 0.10
H 7.42 1.24 2.21 0.08
H 6.45 -1.27 0.45 0.11
H 7.96 -0.44 -0.33 0.11
H 9.33 -0.61 2.07 0.12
H 9.07 -2.14 1.01 0.11
H 8.73 -2.79 3.44 0.11
H 7.12 -3.13 2.51 0.12
H 6.63 -0.34 3.71 0.09
H 7.72 -1.18 5.03 0.11
H 6.00 -3.40 4.71 0.10
H 5.41 -1.83 5.62 0.10
H 3.77 -3.04 3.51 0.10
H 4.87 -1.81 2.46 0.10
H 4.33 -0.09 4.76 0.10
H 2.92 -1.32 5.04 0.12
H 2.39 1.03 3.60 0.12
H 3.20 0.18 2.06 0.09
H 0.38 -0.46 3.47 0.11
H 1.50 -1.99 3.18 0.10
H 1.34 -1.64 0.67 0.10
H 1.36 0.24 0.83 0.10
H -1.01 -1.44 0.06 0.08
H -1.36 -1.28 1.91 0.09
H -1.96 0.75 -0.20 0.07
H -0.42 1.53 0.67 0.08
H -3.36 1.80 3.24 -0.02
H -1.98 0.34 3.22 -0.04
H -3.43 0.43 1.85 -0.04
H -1.70 4.75 3.20 0.10
H -2.46 3.47 4.35 0.10
H -4.38 3.73 2.64 0.10
H -3.19 4.75 1.62 0.09
C -3.11 -4.71 -1.53 -0.10
C -2.93 -3.67 -0.62 -0.10
C -3.79 -2.57 -0.63 -0.09
C -4.84 -2.52 -1.55 -0.10
C -5.03 -3.56 -2.45 -0.11
C -4.16 -4.66 -2.45 -0.11
H -2.44 -5.57 -1.52 0.10
H -2.11 -3.71 0.10 0.10
H -3.64 -1.76 0.07 0.10
H -5.51 -1.66 -1.56 0.09
H -5.85 -3.52 -3.17 0.09
H -4.31 -5.47 -3.16 0.09
C -11.12 -3.95 -3.22 -0.10
C -10.26 -4.71 -2.42 -0.10
C -9.09 -4.15 -1.93 -0.09
C -8.77 -2.82 -2.22 -0.09
C -9.63 -2.06 -3.01 -0.09
C -10.80 -2.62 -3.51 -0.10
H -12.03 -4.39 -3.61 0.10
H -10.51 -5.74 -2.19 0.10
H -8.42 -4.74 -1.31 0.10
H -7.86 -2.38 -1.83 0.09
H -9.39 -1.02 -3.23 0.09
H -11.47 -2.03 -4.13 0.10
C -8.01 1.55 -5.34 -0.10
C -7.15 0.79 -4.54 -0.10
C -5.98 1.35 -4.05 -0.08
C -5.66 2.68 -4.34 -0.09
C -6.52 3.44 -5.13 -0.10
C -7.69 2.88 -5.63 -0.11
H -8.92 1.11 -5.73 0.10
H -7.40 -0.24 -4.31 0.08
H -5.31 0.76 -3.43 0.09
H -4.75 3.12 -3.95 0.10
H -6.27 4.48 -5.35 0.10
H -8.36 3.47 -6.25 0.10
C 0.65 -0.39 -4.65 -0.11
C 0.26 0.95 -4.68 -0.11
C -0.93 1.34 -4.07 -0.09
C -1.72 0.39 -3.41 -0.09
C -1.32 -0.94 -3.37 -0.08
C -0.14 -1.33 -3.99 -0.10
H 1.58 -0.69 -5.13 0.09
H 0.88 1.69 -5.19 0.09
H -1.24 2.38 -4.10 0.10
H -2.65 0.70 -2.93 0.09
H -1.94 -1.68 -2.86 0.09
H 0.17 -2.38 -3.97 0.10
```

This record from the OMol25 dataset describes an isolated molecule of C5H8O2. The level of theory is wB97M-V/def2-TZVPD.

Computed properties:
Lowest unoccupied orbital energy ... 0.812 eV
Energy above the lowest of the compared OMol25 structures with the same formula, charge and spin ... 102.94 kcal/mol
HOMO level ... -7.5310 eV
Net charge ... 0
Orbital gap ... 8.34 eV

The geometry in XYZ format:
```
15
Properties=species:S:1:pos:R:3:lowdin_charge:R:1
C 1.74 -0.05 0.62 -0.01
C 0.75 0.03 -0.50 -0.42
C 0.14 -1.01 -1.13 0.02
C -1.50 -0.18 -0.17 -0.11
O -1.69 -0.52 1.11 -0.02
C -0.99 1.28 -0.17 -0.20
O 0.29 1.30 -0.80 -0.07
H 2.61 0.57 0.37 0.09
H 2.07 -1.08 0.79 0.09
H 1.30 0.35 1.54 0.09
H -0.33 -0.88 -2.09 0.09
H 0.35 -2.02 -0.81 0.10
H -2.17 -1.37 1.11 0.10
H -1.67 1.93 -0.73 0.12
H -0.90 1.66 0.86 0.12
```

This record from the OMol25 dataset describes C33H47GeN5O3PdSe as an isolated structure. The level of theory is wB97M-V/def2-TZVPD.

Computed properties:
Lowest unoccupied orbital energy ... 4.250 eV
Energy above the lowest of the compared OMol25 structures with the same formula, charge and spin ... 0.00 kcal/mol
HOMO level ... -0.2020 eV
Net charge ... -2
Orbital gap ... 4.45 eV

The geometry in XYZ format:
```
91
Properties=species:S:1:pos:R:3:lowdin_charge:R:1
Pd -0.29 0.27 0.10 0.20
C -2.50 -0.25 -3.59 -0.05
C -3.44 -0.51 -2.45 -0.21
C -4.44 -1.47 -2.55 -0.09
C -5.27 -1.77 -1.47 -0.13
C -5.09 -1.09 -0.27 -0.09
C -4.10 -0.12 -0.15 -0.23
C -3.87 0.59 1.16 -0.06
C -3.28 0.19 -1.24 -0.23
N -2.24 1.09 -1.05 0.07
C -2.19 2.20 -1.77 -0.50
O -3.03 2.65 -2.58 -0.05
C -0.95 3.04 -1.50 -0.20
C -0.95 4.42 -1.69 -0.03
C 0.19 5.12 -1.32 -0.09
C 1.27 4.44 -0.77 -0.04
C 1.18 3.06 -0.62 -0.19
N 0.10 2.40 -1.02 0.12
C 2.30 2.25 0.01 -0.51
O 3.37 2.87 0.25 -0.06
N 2.00 0.99 0.25 0.08
C 3.01 0.11 0.62 -0.21
C 4.10 -0.17 -0.22 -0.21
C 4.23 0.53 -1.54 -0.05
C 5.04 -1.13 0.16 -0.09
C 4.91 -1.83 1.35 -0.13
C 3.82 -1.57 2.17 -0.09
C 2.86 -0.63 1.82 -0.22
C 1.66 -0.39 2.68 -0.05
H -2.64 -0.99 -4.38 0.06
H -1.47 -0.31 -3.23 0.07
H -2.65 0.75 -3.99 0.07
H -4.56 -2.01 -3.48 0.09
H -6.04 -2.53 -1.56 0.08
H -5.71 -1.32 0.58 0.09
H -4.57 0.25 1.92 0.07
H -3.96 1.67 1.04 0.08
H -2.84 0.42 1.51 0.06
H -1.82 4.90 -2.11 0.10
H 0.23 6.20 -1.45 0.09
H 2.18 4.94 -0.45 0.10
H 3.27 0.51 -2.07 0.08
H 4.99 0.04 -2.16 0.06
H 4.50 1.58 -1.40 0.07
H 5.87 -1.33 -0.50 0.09
H 5.65 -2.57 1.64 0.08
H 3.69 -2.13 3.09 0.09
H 1.62 -1.09 3.52 0.07
H 0.73 -0.48 2.08 0.04
H 1.64 0.63 3.06 0.04
C 0.72 -3.79 -4.43 -0.23
Ge -0.14 -4.83 -3.02 0.72
C 0.22 -6.75 -3.39 -0.24
C -2.07 -4.56 -3.11 -0.22
C 0.59 -4.31 -1.29 -0.62
Se 0.33 -2.35 -0.94 0.82
C -1.39 -2.55 -0.05 -0.42
H 0.22 -3.95 -5.39 0.01
H 1.77 -4.07 -4.54 0.01
H 0.67 -2.73 -4.18 0.00
H -0.14 -7.02 -4.38 0.00
H -0.29 -7.38 -2.66 0.00
H 1.29 -6.95 -3.33 0.00
H -2.46 -4.92 -4.07 0.01
H -2.31 -3.50 -3.02 0.00
H -2.59 -5.09 -2.31 0.02
H 1.66 -4.49 -1.27 0.00
H 0.14 -4.86 -0.46 0.00
H -2.13 -3.03 -0.69 0.01
H -1.73 -1.53 0.17 -0.03
H -1.27 -3.10 0.88 0.02
C 2.48 2.78 3.97 -0.07
N 1.22 2.49 4.65 -0.16
C 1.34 1.64 5.81 -0.08
C 0.02 2.42 3.96 -0.53
O -0.85 1.62 4.26 0.05
N -0.13 3.33 2.94 -0.13
C 0.32 4.70 3.08 -0.06
C -1.25 3.12 2.03 -0.05
H 3.15 1.91 4.04 0.09
H 2.98 3.64 4.42 0.08
H 2.33 2.97 2.91 0.08
H 1.99 2.12 6.55 0.08
H 1.77 0.66 5.56 0.08
H 0.36 1.48 6.25 0.08
H 0.88 4.82 4.01 0.08
H -0.54 5.37 3.11 0.08
H 0.96 5.00 2.25 0.08
H -1.13 2.20 1.43 0.05
H -1.25 3.94 1.31 0.08
H -2.20 3.10 2.56 0.09
```

This record from the OMol25 dataset describes a 2-piece molecular cluster, C5H8O overall. The level of theory is wB97M-V/def2-TZVPD.

Computed properties:
SMILES ... C1=COC=CC1.[H][H]
Lowest unoccupied orbital energy ... 1.068 eV
Energy above the lowest of the compared OMol25 structures with the same formula, charge and spin ... 51.74 kcal/mol
HOMO level ... -8.3747 eV
Net charge ... 0
Orbital gap ... 9.44 eV

The geometry in XYZ format:
```
14
Properties=species:S:1:pos:R:3:lowdin_charge:R:1
C 0.88 1.33 0.17 -0.08
C -0.34 1.13 0.66 -0.13
O -1.14 0.06 0.36 -0.10
C -0.58 -0.89 -0.46 -0.14
C 0.62 -0.80 -1.01 -0.08
C 1.52 0.39 -0.81 -0.19
H 1.42 2.21 0.50 0.10
H -0.83 1.79 1.37 0.12
H -1.26 -1.73 -0.58 0.12
H 0.96 -1.63 -1.64 0.10
H 1.71 0.90 -1.77 0.11
H 2.51 0.07 -0.45 0.11
H -2.58 -1.21 1.79 0.02
H -2.99 -1.72 2.14 0.04
```

This record from the OMol25 dataset describes C6H10N2O2 as an isolated structure at a distorted geometry. The level of theory is wB97M-V/def2-TZVPD.

Computed properties:
Lowest unoccupied orbital energy (spin up / spin down) ... 0.044 / 0.045 eV
Energy above the lowest of the compared OMol25 structures with the same formula, charge and spin ... 173.38 kcal/mol
HOMO level (spin up / spin down) ... -8.1064 / -8.1066 eV
Net charge ... 0
Orbital gap (spin up / spin down) ... 8.15 / 8.15 eV

The geometry in XYZ format:
```
20
Properties=species:S:1:pos:R:3:lowdin_charge:R:1
C 0.07 0.74 -2.79 -0.08
C 0.84 0.78 -1.48 -0.31
C 1.21 -0.58 -0.83 -0.08
N 0.52 -0.15 0.38 -0.04
C 0.02 1.10 -0.20 -0.10
C 0.40 -0.74 1.58 -0.40
O 1.25 -1.58 1.91 0.05
C -1.09 -1.12 2.81 -0.46
N -0.77 0.04 2.47 0.12
H -0.81 0.08 -2.70 0.08
H 0.71 0.37 -3.60 0.08
H -0.28 1.74 -3.06 0.08
H 1.71 1.44 -1.57 0.14
H 2.28 -0.77 -0.70 0.12
H 0.73 -1.46 -1.30 0.13
H -1.07 1.10 -0.35 0.12
H 0.32 2.00 0.35 0.12
O -2.30 -1.62 2.59 0.06
H -2.95 -0.90 2.66 0.10
H -0.79 -0.46 3.86 0.26
```

This record from the OMol25 dataset describes a 6-piece molecular cluster, C6H19O7 overall at a distorted geometry. The level of theory is wB97M-V/def2-TZVPD.

Computed properties:
Lowest unoccupied orbital energy ... 3.002 eV
Energy above the lowest of the compared OMol25 structures with the same formula, charge and spin ... 63.01 kcal/mol
HOMO level ... -5.3310 eV
Net charge ... -1
Orbital gap ... 8.33 eV

The geometry in XYZ format:
```
32
Properties=species:S:1:pos:R:3:lowdin_charge:R:1
O 1.50 -0.78 1.07 -0.08
C 1.94 0.36 1.23 -0.74
O 3.02 0.52 1.78 -0.01
C 1.10 1.49 0.56 -0.11
C 1.74 1.82 -0.79 -0.20
C 0.63 2.24 -1.67 -0.14
C 0.02 1.34 -2.43 -0.14
C -0.80 2.01 -3.47 -0.12
H 1.07 2.39 1.28 0.13
H 0.07 1.14 0.33 0.10
H 2.53 2.54 -0.61 0.12
H 2.06 0.88 -1.23 0.11
H 0.43 3.23 -1.66 0.08
H -0.05 0.34 -2.53 0.07
H -0.94 1.24 -4.15 0.04
H -0.14 2.86 -3.92 0.11
H -1.65 2.54 -3.29 0.03
H -3.09 -0.81 1.45 0.01
H -4.28 0.04 1.61 0.00
O -4.00 -0.84 1.79 -0.07
H -0.24 -3.18 1.53 -0.10
H 0.39 -3.47 3.05 0.01
O -0.24 -3.60 2.32 -0.06
H 0.09 -2.59 -0.71 -0.01
H 0.24 -1.73 0.46 0.02
O -0.41 -2.29 -0.04 -0.04
H 1.60 -2.03 2.58 0.07
H 2.45 -1.72 3.85 0.08
O 1.72 -2.38 3.57 -0.18
H -1.55 -0.30 -0.35 0.03
H -2.70 -0.91 -1.20 0.05
O -2.53 -0.36 -0.42 -0.08
```

This record from the OMol25 dataset describes C21H55O20S6V as an isolated structure at a distorted geometry. The level of theory is wB97M-V/def2-TZVPD.

Computed properties:
Multiplicity ... 3
Lowest unoccupied orbital energy (spin up / spin down) ... -1.449 / -1.451 eV
HOMO level (spin up / spin down) ... -8.4856 / -8.7468 eV
Net charge ... 0
Orbital gap (spin up / spin down) ... 7.04 / 7.30 eV

The geometry in XYZ format:
```
103
Properties=species:S:1:pos:R:3:lowdin_spin:R:1
O -4.55 -32.80 4.81 -0.19
V -4.60 -33.43 3.36 2.14
C -2.04 -32.76 0.21 0.00
C -2.56 -31.61 1.05 0.00
C -3.42 -30.72 0.09 0.00
O -3.34 -31.90 2.21 0.02
H -1.30 -33.32 0.77 0.00
H -1.64 -32.55 -0.78 0.00
H -2.92 -33.40 0.06 0.00
H -1.70 -31.02 1.37 0.00
H -2.79 -30.26 -0.67 0.00
H -3.82 -29.95 0.74 0.00
H -4.24 -31.22 -0.42 0.00
O -5.38 -28.72 -2.86 0.00
S -5.24 -27.38 -2.40 0.00
O -4.37 -26.36 -2.99 0.00
O -6.70 -26.67 -2.25 0.00
C -7.77 -27.49 -1.71 0.00
C -8.90 -26.62 -1.07 0.00
C -4.74 -27.43 -0.65 0.00
H -7.41 -28.25 -1.02 0.00
H -8.12 -28.20 -2.47 0.00
H -9.27 -27.13 -0.18 0.00
H -9.65 -26.35 -1.81 0.00
H -8.65 -25.66 -0.62 0.00
H -5.31 -28.28 -0.27 0.00
H -4.95 -26.52 -0.08 0.00
H -3.67 -27.50 -0.48 0.00
O -4.33 -26.31 4.06 0.00
S -3.12 -27.11 3.82 0.00
O -1.77 -26.50 3.63 0.00
O -3.14 -28.29 5.02 0.00
C -4.37 -28.90 5.40 0.00
C -4.47 -28.94 6.92 0.00
C -3.35 -28.23 2.38 0.00
H -4.11 -29.93 5.15 0.00
H -5.22 -28.43 4.92 0.00
H -5.18 -29.68 7.29 0.00
H -4.79 -28.02 7.39 0.00
H -3.52 -29.23 7.38 0.00
H -2.69 -29.00 2.79 0.00
H -2.82 -27.80 1.52 0.00
H -4.34 -28.68 2.34 0.00
O -4.94 -37.76 -2.51 0.00
S -4.32 -36.47 -2.21 0.00
O -3.42 -35.86 -3.14 0.00
O -5.53 -35.39 -1.74 0.00
C -6.18 -34.68 -2.81 0.00
C -5.47 -33.37 -3.34 0.00
C -3.55 -36.57 -0.52 0.00
H -7.21 -34.59 -2.45 0.00
H -6.27 -35.43 -3.59 0.00
H -6.01 -32.93 -4.19 0.00
H -4.51 -33.64 -3.77 0.00
H -5.50 -32.54 -2.64 0.00
H -3.10 -37.55 -0.39 0.00
H -4.46 -36.62 0.08 0.00
H -3.00 -35.64 -0.40 0.00
O -1.23 -36.18 5.05 0.00
S -1.35 -35.08 4.08 0.00
O -2.61 -34.42 3.78 0.02
O -0.32 -33.94 4.47 0.00
C -0.56 -33.05 5.59 0.00
C 0.28 -31.86 5.73 0.00
C -0.64 -35.67 2.51 0.00
H -0.71 -33.62 6.51 0.00
H -1.57 -32.66 5.42 0.00
H 0.18 -31.21 4.86 0.00
H 1.34 -32.11 5.71 0.00
H 0.00 -31.26 6.60 0.00
H -1.29 -36.52 2.31 0.00
H 0.29 -36.09 2.89 0.00
H -0.58 -34.96 1.69 0.00
O 0.76 -29.16 -1.06 0.00
S 1.01 -28.32 0.09 0.00
O 0.21 -27.12 0.37 0.00
O 1.11 -29.35 1.33 0.00
C 0.68 -29.01 2.58 0.00
C 1.98 -29.38 3.39 0.00
C 2.78 -27.74 -0.03 0.00
H -0.01 -29.77 2.93 0.00
H 0.37 -27.97 2.74 0.00
H 2.99 -29.12 3.08 0.00
H 2.13 -30.46 3.50 0.00
H 1.85 -28.84 4.32 0.00
H 2.96 -27.26 -0.99 0.00
H 3.49 -28.56 -0.06 0.00
H 2.93 -27.06 0.81 0.00
O 0.03 -29.25 -4.49 0.00
S -1.34 -29.70 -4.77 0.00
O -1.93 -29.47 -6.08 0.00
O -1.57 -31.30 -4.43 0.00
C -0.69 -31.99 -3.54 0.00
C -1.18 -33.48 -3.60 0.00
C -2.49 -29.13 -3.49 0.00
H -0.68 -31.62 -2.52 0.00
H 0.33 -31.85 -3.89 0.00
H -1.23 -33.92 -4.60 0.00
H -2.08 -33.46 -2.99 0.00
H -0.40 -34.07 -3.11 0.00
H -3.39 -29.75 -3.52 0.00
H -2.87 -28.18 -3.89 0.00
H -1.91 -29.04 -2.57 0.00
```

This record from the OMol25 dataset describes C9H18F4InN3O9S4 as an isolated structure at a distorted geometry. The level of theory is wB97M-V/def2-TZVPD.

Computed properties:
Lowest unoccupied orbital energy ... -6.044 eV
Energy above the lowest of the compared OMol25 structures with the same formula, charge and spin ... 15.16 kcal/mol
HOMO level ... -9.6989 eV
Net charge ... 0
Orbital gap ... 3.65 eV

The geometry in XYZ format:
```
48
Properties=species:S:1:pos:R:3:lowdin_charge:R:1
In -0.20 2.05 1.29 1.09
C 1.73 -0.55 -1.57 0.05
C 0.39 -0.32 -2.35 -0.42
C 0.49 -1.13 -3.62 -0.16
C 0.44 -2.66 -3.45 -0.16
C -0.92 -3.00 -2.88 -0.15
C -1.22 -2.34 -1.54 -0.41
N -0.75 -0.92 -1.59 0.15
O -1.15 -0.11 -0.53 -0.01
C -0.45 -3.13 -0.43 0.03
C -2.76 -2.45 -1.30 0.01
C 0.12 1.18 -2.71 0.00
H 2.57 -0.20 -2.18 0.12
H 1.87 -1.61 -1.39 0.08
H 1.79 -0.07 -0.59 0.09
H 1.47 -0.98 -4.08 0.13
H -0.21 -0.79 -4.39 0.13
H 1.27 -2.96 -2.82 0.11
H 0.59 -3.06 -4.45 0.13
H -0.83 -4.08 -2.80 0.14
H -1.68 -2.78 -3.63 0.13
H -0.03 -2.51 0.36 0.07
H 0.42 -3.63 -0.85 0.09
H -1.02 -3.90 0.10 0.11
H -2.99 -1.84 -0.43 0.09
H -3.08 -3.49 -1.21 0.11
H -3.26 -2.08 -2.20 0.09
H -0.89 1.25 -3.13 0.09
H 0.62 1.61 -3.58 0.11
H 0.11 1.92 -1.91 0.05
N 1.65 0.54 2.64 -0.38
S 3.06 0.78 3.25 0.41
O 4.26 0.48 2.42 -0.30
O 3.17 0.71 4.70 -0.24
F 3.07 2.33 2.87 -0.22
S 1.84 -1.12 3.05 0.56
O 1.39 -1.45 4.41 -0.26
O 2.79 -1.95 2.31 -0.27
F 0.53 -1.49 2.22 -0.25
N -1.35 4.12 2.79 -0.38
S -2.68 4.84 3.22 0.42
O -2.84 6.23 2.85 -0.26
O -3.39 4.30 4.34 -0.26
F -3.45 4.18 1.96 -0.25
S -0.53 4.98 3.98 0.50
O -0.76 4.76 5.38 -0.24
O 0.02 6.26 3.54 -0.27
F 0.78 4.08 3.91 -0.23
```